# 1
{"formula": "C18H20N6ORhS3", "method": "ωB97M-V/def2-TZVPD", "species": ["H", "C", "C", "H", "N", "N", "H", "C", "N", "C", "H", "H", "H", "H", "H", "H", "C", "C", "S", "C", "N", "S", "S", "H", "H", "C", "C", "C", "C", "H", "H", "H", "N", "C", "O", "C", "H", "C", "H", "H", "N", "C", "H", "Rh", "H", "C", "C", "H", "C"], "xyz": [[-0.1688, -3.3938, 4.0408], [-1.3574, -1.3919, -2.2704], [3.7993, 3.9066, -1.1339], [-1.5037, 1.2984, -3.9455], [6.5041, 2.3944, 0.6466], [1.2636, -0.3703, 0.2214], [-0.7673, -0.0208, -0.0049], [-1.3953, 1.0214, -2.8944], [3.5567, 4.6219, -2.0004], [1.5200, -2.0294, 4.4782], [2.3671, -2.6083, 4.8004], [-3.5845, 0.3531, -3.8837], [-4.1737, -1.4960, -1.5104], [-5.3899, -0.7769, -2.5636], [-2.4492, -1.0986, 4.2272], [-2.0695, -2.1963, 2.8713], [5.4515, 2.6872, 0.2882], [-1.8274, -1.2512, 3.3481], [3.2317, 1.2652, 1.9133], [-2.0140, 2.0907, -2.0099], [-2.0047, -0.2987, -2.7206], [-0.0580, 1.4952, 3.7626], [1.3856, 2.6029, 0.3747], [3.2838, -0.7762, 0.2640], [-4.4281, 0.2622, -1.5102], [0.1039, -0.5018, -0.4425], [4.1007, 3.0008, -0.0665], [1.1337, -1.8008, -2.1371], [3.0909, 2.4079, 0.6068], [-0.3253, 0.9466, -2.7098], [-1.9798, -0.4268, 2.6577], [-1.9180, 1.8389, -0.9504], [-0.4164, -1.2829, 3.7464], [2.3334, -1.6518, -1.4683], [-1.8112, -2.5236, -2.2983], [-0.0079, -1.1968, -1.6247], [-3.0752, 2.2220, -2.2230], [2.3719, -0.9199, -0.2939], [-3.3595, -1.3947, -3.8613], [-1.5202, 3.0480, -2.1788], [1.5532, -0.6724, 4.3506], [0.3679, -0.1929, 3.9030], [2.3285, -0.0622, 4.5718], [1.0336, 0.8872, 1.8029], [1.0709, -2.3767, -3.0517], [-4.3981, -0.6318, -2.1351], [0.2711, -2.4138, 4.0993], [3.2442, -2.0942, -1.8452], [-3.3642, -0.4991, -3.2409]], "forces_ev_per_angstrom": [[-0.011, 0.015, 0.005], [-0.016, -0.004, 0.090], [0.272, -0.056, 0.063], [-0.005, 0.019, 0.001], [-0.015, -0.047, -0.046], [0.159, 0.125, -0.583], [0.020, 0.036, -0.019], [-0.006, -0.079, -0.022], [-0.110, -0.028, 0.030], [-0.165, -0.136, -0.075], [-0.006, 0.013, 0.004], [-0.021, 0.001, 0.006], [0.003, 0.005, -0.003], [0.013, 0.001, -0.007], [-0.024, -0.014, -0.004], [-0.024, 0.005, -0.008], [-0.111, 0.133, 0.027], [0.152, 0.012, 0.053], [0.316, 0.109, 0.057], [-0.024, 0.042, 0.033], [-0.012, 0.025, -0.012], [0.117, -0.006, -0.054], [-0.126, 0.190, 0.028], [0.057, 0.042, -0.030], [0.010, -0.008, -0.007], [0.057, -0.010, 0.066], [0.002, 0.037, -0.121], [-0.011, -0.045, -0.077], [-0.031, -0.078, 0.105], [0.008, -0.003, 0.021], [-0.017, 0.003, -0.004], [0.018, -0.002, -0.018], [-0.226, 0.092, -0.127], [0.042, -0.007, 0.049], [-0.010, 0.008, -0.019], [-0.006, 0.002, -0.032], [0.006, -0.015, -0.011], [-0.196, -0.097, 0.116], [-0.010, -0.010, 0.003], [0.000, -0.012, -0.002], [0.123, 0.176, -0.072], [-0.184, 0.043, 0.600], [-0.007, -0.014, 0.044], [-0.262, -0.460, -0.120], [0.006, 0.003, 0.006], [-0.028, -0.009, 0.023], [0.217, -0.029, 0.066], [0.004, 0.004, 0.005], [0.064, 0.026, -0.027]], "relative_energy_ev": 0.083, "total_charge": 1, "total_energy_ev": -65486.2245, "spin_multiplicity": 1, "homo_energy_ev": -11.2502}

***

# 2
{"formula": "C3H5O3P", "method": "ωB97M-V/def2-TZVPD", "species": ["C", "C", "P", "H", "O", "H", "C", "O", "O", "H", "H", "H"], "xyz": [[-1.5457, 0.4263, 0.0130], [0.5689, -1.4424, 0.1416], [-3.2950, -0.1222, -0.0251], [-0.1361, -2.1497, -0.1377], [-3.4317, -1.5105, 0.6203], [0.0712, 1.6656, 0.0733], [-1.0155, 1.5917, -0.1906], [-3.6373, -0.0207, -1.5605], [-3.9114, 0.9476, 0.8633], [0.9075, -0.7844, -0.5598], [0.4938, -1.1053, 1.0932], [-1.5753, 2.6400, -0.4566]], "forces_ev_per_angstrom": [[-0.424, -0.452, -0.301], [-0.438, -0.646, -0.430], [-2.292, -1.427, -1.037], [-1.079, -1.319, -0.579], [0.617, 0.530, -0.795], [-0.629, 0.393, -0.549], [1.130, 2.897, 0.076], [0.757, -0.175, 2.123], [0.178, 0.540, -0.228], [1.028, 1.514, -1.869], [0.037, 0.878, 2.918], [1.114, -2.732, 0.671]], "relative_energy_ev": 3.862, "total_charge": -2, "total_energy_ev": -18619.1978, "spin_multiplicity": 1, "homo_energy_ev": [0.6544, 0.7148]}